Formula: C69H58O13SSi
Source: OMol25
Level of theory: ωB97M-V with the def2-TZVPD basis set

Calculated values
SMILES string: CCSC[C@@]1(COC)OC(=O)O[C@H]1CCO[Si](C)(C)C.O=C1c2ccccc2C(=O)c2ccccc21.O=C1c2ccccc2C(=O)c2ccccc21.O=C1c2ccccc2C(=O)c2ccccc21.O=C1c2ccccc2C(=O)c2ccccc21
Electronic energy, eV: -117820.585
HOMO level, eV: -9.08
LUMO energy, eV: -1.250
Relative energy (zero: lowest compared OMol25 entry of this formula, charge and spin), kcal per mole: 191.7
Frontier orbital gap, eV: 7.826

Last column: Löwdin charge in e.
Element x y z (Å)
S 4.81891 -4.65060 5.26867  0.76
Si -1.43325 -3.16405 4.53335  0.46
O -3.67608 3.95031 3.01085  0.07
O 6.36060 -1.07903 4.57639  -0.23
O -1.73925 4.37569 7.96827  0.09
O 3.58420 -1.01620 3.58428  -0.03
O 6.66075 -7.74431 0.56256  0.09
O 4.72392 -8.16969 -4.39487  0.10
O -0.38384 -4.01483 5.61295  -0.27
O 1.61519 -0.61704 4.99035  -0.06
O -2.40727 7.40312 -8.13704  0.10
O 2.22334 1.05303 3.20048  0.01
O -6.76228 6.06750 -10.92242  0.09
O -3.15928 4.51845 -4.55863  0.08
O -2.80617 0.62973 -0.91700  0.09
C -3.50137 2.81930 -1.40341  -0.08
C -1.53846 -0.20255 -4.82292  -0.06
C 3.04535 -5.28387 -1.86037  -0.05
C 4.62553 -7.06104 -2.32717  -0.08
C -2.08189 3.22449 4.57521  -0.08
C -4.87540 6.91920 6.85236  -0.06
C -4.53168 4.26945 0.24241  -0.05
C -2.16416 4.30011 6.82113  -0.28
C -2.67882 -4.46061 3.74092  -0.23
C -2.46230 1.28170 -3.14684  -0.08
C -6.76115 5.34717 -6.79482  -0.05
C 2.44983 -0.09680 3.89242  -0.21
C -2.34104 7.96424 -12.28804  -0.06
C 2.50430 -1.65298 5.60692  -0.17
C 8.51198 -10.44227 -2.05277  -0.06
C -0.64450 -2.18521 3.09354  -0.19
C -3.98569 3.03223 -0.10613  0.01
C -2.58037 2.28882 -4.10386  -0.08
C 6.84106 -8.76431 -1.54464  -0.09
C -1.92920 0.03652 -3.50464  0.00
C -2.32457 7.80774 -10.90129  0.01
C -3.21383 4.06744 4.13905  -0.26
C 6.55511 0.21553 3.87368  -0.10
C -3.77447 5.05896 5.07854  -0.08
C -6.81391 5.58864 -8.16835  0.00
C 0.11198 1.67773 5.35294  -0.04
C 5.43951 -6.03640 4.12828  -0.54
C 6.23584 -7.81989 -0.58458  -0.28
C 7.97351 -10.59116 -3.33062  -0.06
C -4.80964 5.90466 4.65897  0.01
C -0.45590 2.58523 6.24861  0.02
C -5.35465 6.83613 5.54535  -0.06
C 6.12781 -7.29273 4.93312  -0.18
C -4.57716 7.04865 -12.36581  0.00
C 4.55954 -6.03818 -0.13437  0.01
C -5.75306 6.34811 -10.28763  -0.28
C 4.23630 -3.32000 4.08242  -0.39
C 7.94410 -9.53477 -1.15710  0.01
C -3.39485 7.06843 -8.78113  -0.28
C -4.50412 6.20872 -6.72756  0.01
C -3.10683 3.61667 -3.73024  -0.27
C -2.19398 2.04383 -5.42717  0.01
C -3.28247 5.15654 6.37924  -0.08
C 5.18617 -8.05256 -3.26667  -0.28
C -3.84046 6.08182 7.27134  0.01
C -4.11033 5.08667 -1.99264  0.00
C 6.31811 -8.89551 -2.83050  -0.09
C 3.59036 -6.21534 -2.74674  0.01
C 5.11753 -6.96346 -1.02648  -0.08
C 5.18227 -1.04289 5.45641  -0.13
C 1.75146 -2.91822 6.32381  -0.08
C -3.57541 3.84145 -2.34848  -0.09
C 3.90003 -1.87264 4.77527  -0.30
C -5.60414 5.64796 -6.07659  -0.06
C 3.52460 -5.20080 -0.55335  -0.06
C -3.43571 7.26315 -10.24393  -0.09
C 1.03423 -3.97755 5.28160  -0.24
C 6.87843 -9.81960 -3.72201  0.01
C -2.91282 1.51272 -1.75913  -0.28
C -4.58693 5.29779 -0.69799  -0.05
C -0.42649 1.52884 4.07509  -0.06
C -1.55894 3.35569 5.86107  -0.09
C -4.56553 6.89565 -10.97322  -0.09
C -1.67946 0.79676 -5.78548  -0.06
C -5.70451 6.13500 -8.82670  -0.09
C -3.46315 7.57823 -13.02067  -0.06
C -4.55666 6.45851 -8.10426  -0.08
C -1.52157 2.30040 3.68371  0.03
C -2.60003 -1.89476 5.47601  -0.21
H 8.36656 -9.42763 -0.15938  0.12
H -3.46814 6.15576 8.29178  0.12
H 3.20828 -6.27594 -3.76456  0.12
H 9.37339 -11.03452 -1.75211  0.11
H 6.25578 1.15158 4.54479  0.11
H -2.15708 -4.98592 2.80492  0.05
H -5.55852 5.44796 -5.00836  0.10
H 0.96670 -2.48437 7.10343  0.14
H -3.65689 -3.91830 3.32557  0.05
H 4.82184 0.03551 5.75155  0.14
H 5.91726 0.21108 2.87161  0.11
H 8.41031 -11.30502 -4.02556  0.11
H -5.19172 5.84406 3.64115  0.12
H 1.47612 -5.04837 5.57684  0.13
H -5.30465 7.63971 7.54520  0.11
H 7.67773 0.32088 3.53449  0.10
H -0.03344 2.69237 7.24633  0.12
H 2.89405 -1.04120 6.55560  0.16
H -2.98431 -5.26619 4.54752  0.05
H 4.51043 -6.48849 3.53368  0.09
H -6.15482 7.49541 5.21589  0.11
H -1.82134 -0.75008 -2.75989  0.12
H -7.62179 4.91867 -6.28588  0.11
H 7.29430 -7.19159 4.93851  0.08
H -1.38675 0.60620 -6.81562  0.11
H 5.86967 -8.28143 4.32872  0.09
H 4.93186 -5.96424 0.88606  0.10
H -3.24291 -2.46920 6.27029  0.05
H 0.30618 -2.69272 2.59348  0.05
H 3.09535 -4.48029 0.13949  0.10
H 5.14646 -3.12272 3.33557  0.12
H -1.44312 8.10680 -10.33649  0.12
H 2.53546 -3.52215 6.98964  0.12
H 5.64217 -7.42075 5.99668  0.08
H -1.93889 -1.03404 5.92868  0.04
H 2.24518 -4.62459 -2.18982  0.11
H 6.46691 -9.93727 -4.72293  0.12
H -1.12892 -1.17143 -5.10015  0.11
H -3.60609 6.44577 -6.15944  0.11
H -7.71841 5.34618 -8.72344  0.12
H 1.31159 -3.82769 4.15942  0.09
H -5.00555 6.26396 -0.42470  0.11
H 3.37113 -3.76642 3.43242  0.09
H 5.42010 -1.60509 6.48033  0.15
H -3.94337 2.23562 0.63497  0.12
H -1.47589 8.38352 -12.79710  0.11
H -5.45048 6.75271 -12.94490  0.12
H 0.97339 1.08548 5.65361  0.09
H -4.16124 5.89263 -2.72285  0.12
H -2.29633 2.82089 -6.18287  0.12
H -1.93309 2.18273 2.68278  0.12
H -3.47232 7.69129 -14.10261  0.11
H -0.37660 -1.08062 3.37039  0.02
H 6.18216 -5.62750 3.29193  0.10
H 0.01031 0.81498 3.38015  0.07
H -1.45447 -2.13644 2.21922  0.08
H -4.91194 4.43094 1.24878  0.09
H -3.26848 -1.39339 4.62578  0.06